1.
Formula: C2H5BrOS
Source: OMol25
Level of theory: ωB97M-V with the def2-TZVPD basis set

- Energy: -85076.26466 eV
- Frontier orbital gap (spin up / spin down): 7.6 / 9.3 eV
- Energy relative to the best compared isomer or geometry (same formula, charge and spin): 360.4 kJ/mol
- HOMO (spin up / spin down): -9.0049 / -9.3892 eV
- LUMO level (spin up / spin down): -0.050 / -0.004 Ha

Geometry as XYZ:
```
10
Properties=species:S:1:pos:R:3:nbo_charge:R:1
C -0.428 2.239 -1.036 -0.5300
C 0.401 -1.397 1.065 -0.7318
O 0.072 -2.365 -1.437 -0.7579
S -0.769 -1.737 -0.381 0.9480
Br -0.208 -0.333 2.518 0.0435
H 0.668 2.615 -1.267 0.1825
H -0.891 1.456 -1.648 0.1690
H -0.971 2.570 -0.108 0.1768
H 0.808 -2.305 1.578 0.2452
H 1.317 -0.745 0.714 0.2547
```

2.
Formula: C2H5BrS
Source: OMol25
Level of theory: ωB97M-V with the def2-TZVPD basis set

- Energy: -83031.41713 eV
- Frontier orbital gap: 10.2 eV
- SMILES: C=CBr.S
- Energy relative to the best compared isomer or geometry (same formula, charge and spin): 95.9 kJ/mol
- HOMO: -9.4590 eV
- LUMO level: 0.029 Ha

Geometry as XYZ:
```
9
Properties=species:S:1:pos:R:3:nbo_charge:R:1
C -0.651 -1.196 -0.104 -0.4152
C -1.226 -0.276 0.589 -0.2638
S 2.160 0.584 -0.433 -0.2695
Br -2.747 0.725 0.078 0.0190
H 0.340 -1.373 0.316 0.2237
H 1.531 1.525 0.252 0.1402
H -1.061 -1.616 -0.990 0.2229
H -0.856 0.140 1.553 0.2117
H 2.509 1.487 -1.261 0.1309
```

3.
Formula: C2H5BrSi
Source: OMol25
Level of theory: ωB97M-V with the def2-TZVPD basis set

- Energy: -80071.85331 eV
- Frontier orbital gap: 8.1 eV
- Energy relative to the best compared isomer or geometry (same formula, charge and spin): 323.3 kJ/mol
- HOMO: -8.9895 eV
- LUMO level: -0.033 Ha

Geometry as XYZ:
```
9
Properties=species:S:1:pos:R:3:nbo_charge:R:1
C 1.066 -0.177 0.006 -0.8336
C -0.138 0.200 -0.919 -0.8436
Si -0.504 0.180 0.918 1.1364
Br -0.995 1.955 2.153 -0.2425
H 1.192 -1.269 -0.194 0.2552
H 2.005 0.318 0.023 0.2415
H -0.365 1.104 -1.327 0.2279
H -0.351 -0.585 -1.655 0.2448
H -1.911 -1.726 0.994 -0.1861
```

4.
Formula: C2H5BrSi
Source: OMol25
Level of theory: ωB97M-V with the def2-TZVPD basis set

- Energy: -80070.73741 eV
- Frontier orbital gap (spin up / spin down): 8.6 / 3.7 eV
- Energy relative to the best compared isomer or geometry (same formula, charge and spin): 431.0 kJ/mol
- HOMO (spin up / spin down): -9.9583 / -7.0596 eV
- LUMO level (spin up / spin down): -0.051 / -0.125 Ha

Geometry as XYZ:
```
9
Properties=species:S:1:pos:R:3:nbo_charge:R:1
C -1.612 0.144 -0.144 -0.3136
C -0.639 0.956 -0.491 -0.6605
Si 1.075 0.567 0.119 0.8709
Br 2.516 -3.555 1.005 -0.2746
H -2.570 0.350 -0.580 0.2163
H -1.248 -0.638 0.476 0.2050
H -0.889 1.697 -1.124 0.2133
H 2.292 1.081 -0.438 -0.1443
H 1.074 -0.601 1.177 -0.1125
```

5.
Formula: C2H5Cl2N4
Source: OMol25
Level of theory: ωB97M-V with the def2-TZVPD basis set

- Energy: -33151.17581 eV
- Frontier orbital gap: 8.6 eV
- SMILES: [H]/N=C(/C(N)=[NH2+])N(Cl)Cl
- Energy relative to the best compared isomer or geometry (same formula, charge and spin): 0.0 kJ/mol
- HOMO: -13.6465 eV
- LUMO level: -0.184 Ha
- Total charge: +1

Geometry as XYZ:
```
13
Properties=species:S:1:pos:R:3:nbo_charge:R:1
C 0.499 -0.665 -0.065 0.3271
C -0.694 0.249 0.153 0.5308
N 0.238 -1.819 -0.400 -0.5901
N -1.740 -0.239 -0.509 -0.6869
N 1.696 -0.039 0.090 -0.5016
N -0.678 1.375 0.825 -0.6857
Cl 2.027 1.557 -0.437 0.2278
Cl 3.109 -0.910 0.502 0.2404
H 1.086 -2.369 -0.599 0.3939
H -1.596 -1.098 -0.971 0.4525
H -2.399 0.431 -0.921 0.4260
H -0.085 1.570 1.590 0.4464
H -1.464 1.955 0.742 0.4195
```

6.
Formula: C2H5Cl2NO2P
Source: OMol25
Level of theory: ωB97M-V with the def2-TZVPD basis set

- Energy: -42073.79592 eV
- Frontier orbital gap: 7.8 eV
- Energy relative to the best compared isomer or geometry (same formula, charge and spin): 148.2 kJ/mol
- HOMO: -4.0372 eV
- LUMO level: 0.137 Ha
- Total charge: -1

Geometry as XYZ:
```
13
Properties=species:S:1:pos:R:3:nbo_charge:R:1
C -0.322 0.030 -0.533 -0.6174
C 0.381 -0.336 0.734 -0.7765
N 2.663 1.133 -0.803 -0.7897
O 2.330 -2.213 1.416 -1.1184
O 1.117 -2.622 -0.845 -1.1290
P 1.524 -1.723 0.244 2.1052
Cl 3.552 1.701 0.556 -0.0282
Cl 2.952 -0.504 -0.990 0.2303
H 0.529 0.283 -1.193 0.2325
H -0.889 -0.727 -0.806 0.2006
H -0.821 0.875 -0.274 0.1897
H -0.351 -0.853 1.379 0.2296
H 1.118 0.457 1.042 0.2713
```

7.
Formula: C2H5Cl2P
Source: OMol25
Level of theory: ωB97M-V with the def2-TZVPD basis set

- Energy: -36488.21407 eV
- Frontier orbital gap: 9.1 eV
- SMILES: C=P(C)(Cl)Cl
- Energy relative to the best compared isomer or geometry (same formula, charge and spin): 52.9 kJ/mol
- HOMO: -8.5237 eV
- LUMO level: 0.020 Ha

Geometry as XYZ:
```
10
Properties=species:S:1:pos:R:3:nbo_charge:R:1
C -1.488 0.605 0.432 -1.0904
C 1.007 -0.314 -0.276 -0.9909
P -0.104 -0.204 1.121 1.3429
Cl 0.244 -2.101 1.937 -0.3245
Cl 0.599 0.749 2.704 -0.1932
H -2.340 0.943 1.040 0.2390
H -2.094 0.011 -0.306 0.2403
H 1.988 -0.585 -0.203 0.2502
H 0.529 -0.948 -1.010 0.2649
H 1.059 0.678 -0.766 0.2617
```

8.
Formula: C2H5Cl3NO
Source: OMol25
Level of theory: ωB97M-V with the def2-TZVPD basis set

- Energy: -43251.76306 eV
- Frontier orbital gap: 11.3 eV
- SMILES: [NH3+][C@H](O)C(Cl)(Cl)Cl
- Energy relative to the best compared isomer or geometry (same formula, charge and spin): 114.1 kJ/mol
- HOMO: -15.0008 eV
- LUMO level: -0.136 Ha
- Total charge: +1

Geometry as XYZ:
```
12
Properties=species:S:1:pos:R:3:nbo_charge:R:1
C -0.321 0.431 -0.279 0.2189
C 0.623 -0.838 -0.529 -0.1442
N -0.001 0.909 1.080 -0.7155
O -1.536 -0.059 -0.200 -0.6954
Cl 1.247 -1.663 0.913 0.0952
Cl -0.278 -1.996 -1.579 0.0570
Cl 1.916 -0.284 -1.685 0.0376
H -0.145 1.144 -0.978 0.2104
H 0.191 1.874 1.080 0.4527
H 0.940 0.411 1.431 0.4627
H -0.720 0.529 1.750 0.4830
H -1.916 -0.457 -1.003 0.5375
```

- Which value of energy relative to the best compared isomer or geometry (same formula, charge and spin) does entry 8 give?
  114.1 kJ/mol

- energy of number 2 (C2H5BrS)?
  -83031.41713 eV

- Which of these has the highest energy relative to the best compared isomer or geometry (same formula, charge and spin)?
  number 4

- Which value of energy relative to the best compared isomer or geometry (same formula, charge and spin) does entry 3 give?
  323.3 kJ/mol